1:
{
  "formula": "H2N2O2S",
  "method": "the ωB97M-V functional and the def2-TZVPD basis",
  "species": ["N", "N", "O", "O", "S", "H", "H"],
  "coordinates": [[0.422, -0.078, 0.757], [1.125, 0.625, -0.083], [-1.645, -1.574, 1.059], [-1.251, -0.479, -1.142], [-1.075, -0.502, 0.299], [1.017, 0.448, -1.081], [1.406, 1.560, 0.191]],
  "lowdin_charge": [-0.230, -0.034, -0.339, -0.366, 0.744, 0.108, 0.117],
  "homo_lumo_gap_ev": [8.17, 8.17],
  "homo_ev": [-9.69, -9.69]
}


2:
{
  "formula": "H2N2O2S",
  "method": "the ωB97M-V functional and the def2-TZVPD basis",
  "species": ["N", "N", "O", "O", "S", "H", "H"],
  "coordinates": [[-0.460, 0.082, 0.885], [-0.694, 0.883, -0.343], [1.640, -0.141, -0.850], [-0.386, -1.456, -1.226], [0.343, -0.447, -0.479], [1.259, 0.172, 2.435], [-1.702, 0.906, -0.422]],
  "lowdin_charge": [-0.112, -0.101, -0.249, -0.298, 0.553, 0.113, 0.095],
  "homo_lumo_gap_ev": [8.96, 10.17],
  "homo_ev": [-10.88, -10.65]
}


3:
{
  "formula": "H2N2O2S",
  "method": "the ωB97M-V functional and the def2-TZVPD basis",
  "species": ["N", "N", "O", "O", "S", "H", "H"],
  "coordinates": [[0.378, -0.500, -0.013], [-0.446, 0.272, -0.805], [-0.745, -0.118, -1.915], [-0.951, 1.252, -0.286], [0.967, 0.196, 1.401], [0.957, -1.234, -0.486], [-0.160, 0.133, 2.105]],
  "lowdin_charge": [-0.364, -0.515, 0.059, 0.012, 0.805, 0.132, -0.129],
  "homo_lumo_gap_ev": 10.38,
  "homo_ev": -10.02
}


Which one is most stable, and which one is least stable? 1 is the most stable of them, while 2 is the least stable.


1:
{
  "formula": "C31H35Cl2LaN5O9PS3",
  "method": "the ωB97M-V functional and the def2-TZVPD basis",
  "species": ["La", "N", "C", "C", "O", "O", "H", "H", "H", "H", "O", "C", "C", "C", "C", "C", "C", "C", "N", "C", "C", "N", "H", "H", "H", "H", "H", "H", "H", "C", "C", "C", "C", "C", "C", "C", "S", "O", "O", "N", "C", "C", "O", "O", "H", "H", "H", "H", "H", "H", "H", "H", "H", "O", "S", "O", "N", "C", "S", "C", "C", "C", "C", "C", "C", "H", "H", "H", "H", "C", "P", "C", "C", "H", "H", "H", "H", "H", "H", "H", "H", "H", "Cl", "C", "Cl", "H", "H"],
  "coordinates": [[-0.731, -0.338, -0.759], [-3.387, -0.942, -0.292], [-3.822, -0.576, 1.062], [-2.582, -0.385, 1.955], [-2.632, -0.684, 3.139], [-1.583, 0.126, 1.324], [-4.149, -0.878, -0.953], [-3.081, -1.912, -0.281], [-4.492, -1.309, 1.517], [-4.308, 0.401, 1.041], [0.346, 1.741, -1.028], [1.252, 2.497, -1.528], [1.592, 3.732, -0.910], [2.570, 4.562, -1.401], [3.282, 4.212, -2.551], [2.956, 3.039, -3.198], [1.947, 2.188, -2.739], [1.528, 1.036, -3.519], [0.507, 0.230, -3.275], [0.391, -0.595, -4.367], [1.363, -0.315, -5.273], [2.087, 0.717, -4.722], [1.035, 3.993, -0.021], [2.787, 5.497, -0.898], [4.065, 4.857, -2.932], [3.509, 2.782, -4.097], [-0.409, -1.311, -4.446], [1.620, -0.756, -6.220], [2.876, 1.173, -5.135], [2.631, -8.621, 0.111], [1.974, -7.264, 0.125], [0.606, -7.128, -0.069], [0.006, -5.874, -0.077], [0.785, -4.750, 0.116], [2.152, -4.868, 0.325], [2.744, -6.118, 0.323], [0.116, -3.076, 0.105], [-1.335, -3.188, 0.168], [0.726, -2.476, 1.273], [0.687, -2.370, -1.178], [0.322, -3.132, -2.374], [-1.164, -2.957, -2.779], [-1.678, -3.827, -3.485], [-1.719, -1.889, -2.358], [1.891, -9.415, 0.211], [3.349, -8.708, 0.927], [3.170, -8.765, -0.828], [0.000, -8.017, -0.207], [-1.059, -5.750, -0.229], [2.716, -3.959, 0.498], [3.811, -6.215, 0.492], [0.509, -4.201, -2.234], [0.955, -2.803, -3.198], [-5.386, 4.295, 3.651], [-4.210, 3.447, 3.671], [-4.139, 2.526, 4.772], [-3.985, 2.767, 2.207], [-2.960, 3.304, 1.574], [-2.525, 2.983, -0.014], [-2.209, 4.325, 2.368], [-1.102, 5.065, 1.984], [-0.564, 5.970, 2.888], [-1.132, 6.147, 4.146], [-2.251, 5.414, 4.526], [-2.764, 4.509, 3.622], [-0.692, 4.925, 0.993], [0.310, 6.547, 2.609], [-0.699, 6.865, 4.832], [-2.708, 5.548, 5.498], [1.168, 1.923, 2.086], [1.055, 0.131, 1.660], [0.596, -0.460, 3.338], [2.875, -0.251, 1.739], [1.604, 2.072, 3.077], [0.162, 2.344, 2.065], [1.775, 2.435, 1.340], [1.323, -0.084, 4.063], [0.579, -1.546, 3.352], [-0.403, -0.105, 3.581], [3.337, 0.172, 2.635], [3.377, 0.141, 0.852], [2.986, -1.335, 1.752], [-2.496, 0.926, -2.808], [-2.062, 2.621, -3.109], [-1.205, 2.822, -4.641], [-1.416, 2.943, -2.302], [-2.971, 3.207, -3.157]],
  "lowdin_charge": [1.850, -0.064, -0.162, -0.652, 0.029, -0.376, 0.073, 0.042, 0.111, 0.097, -0.343, -0.377, -0.026, -0.108, -0.135, -0.069, -0.096, -0.296, 0.033, -0.159, -0.093, 0.094, 0.084, 0.093, 0.081, 0.089, 0.100, 0.098, 0.127, -0.065, -0.289, -0.045, -0.043, -0.267, -0.049, -0.046, 0.489, -0.317, -0.402, -0.327, -0.212, -0.704, -0.008, -0.279, 0.067, 0.072, 0.077, 0.105, 0.118, 0.112, 0.107, 0.098, 0.096, -0.343, 0.617, -0.316, -0.101, -0.824, 0.691, -0.237, -0.047, -0.084, -0.098, -0.055, -0.208, 0.077, 0.095, 0.091, 0.111, -0.266, 0.795, -0.257, -0.281, 0.036, 0.029, 0.014, 0.033, 0.029, 0.026, 0.025, 0.027, 0.014, 0.572, -1.004, 0.539, -0.054, 0.021],
  "total_charge": -2,
  "homo_lumo_gap_ev": 6.65,
  "homo_ev": -2.88
}


2:
{
  "formula": "C31H35Cl2LaN5O9PS3",
  "method": "the ωB97M-V functional and the def2-TZVPD basis",
  "species": ["La", "N", "C", "C", "O", "O", "H", "H", "H", "H", "O", "C", "C", "C", "C", "C", "C", "C", "N", "C", "C", "N", "H", "H", "H", "H", "H", "H", "H", "C", "C", "C", "C", "C", "C", "C", "S", "O", "O", "N", "C", "C", "O", "O", "H", "H", "H", "H", "H", "H", "H", "H", "H", "O", "S", "O", "N", "C", "S", "C", "C", "C", "C", "C", "C", "H", "H", "H", "H", "C", "P", "C", "C", "H", "H", "H", "H", "H", "H", "H", "H", "H", "Cl", "C", "Cl", "H", "H"],
  "coordinates": [[0.245, -0.555, 0.717], [-1.303, -1.292, -2.018], [-0.275, -1.689, -2.973], [1.101, -1.810, -2.295], [1.901, -2.605, -2.807], [1.300, -1.092, -1.266], [-2.209, -1.248, -2.470], [-1.124, -0.339, -1.723], [-0.153, -0.984, -3.808], [-0.510, -2.668, -3.392], [1.869, -1.333, 2.026], [3.008, -1.032, 2.541], [3.703, -1.985, 3.331], [4.941, -1.735, 3.872], [5.569, -0.507, 3.660], [4.910, 0.451, 2.915], [3.647, 0.231, 2.361], [2.991, 1.289, 1.601], [2.012, 1.172, 0.718], [1.765, 2.431, 0.217], [2.602, 3.323, 0.800], [3.375, 2.591, 1.673], [3.210, -2.938, 3.483], [5.435, -2.497, 4.466], [6.555, -0.311, 4.063], [5.408, 1.398, 2.734], [1.017, 2.603, -0.542], [2.720, 4.385, 0.676], [4.051, 2.955, 2.314], [-4.327, 1.890, 7.862], [-3.397, 1.546, 6.728], [-3.886, 1.153, 5.488], [-3.029, 0.844, 4.440], [-1.659, 0.933, 4.630], [-1.152, 1.324, 5.862], [-2.017, 1.625, 6.901], [-0.476, 0.561, 3.317], [0.804, 0.477, 3.985], [-0.938, -0.752, 2.783], [-0.405, 1.679, 2.244], [-1.652, 2.183, 1.672], [-2.487, 1.056, 1.069], [-3.681, 0.959, 1.376], [-1.842, 0.260, 0.305], [-5.362, 1.678, 7.596], [-4.253, 2.951, 8.111], [-4.077, 1.323, 8.761], [-4.957, 1.089, 5.327], [-3.428, 0.553, 3.476], [-0.077, 1.373, 5.981], [-1.616, 1.928, 7.864], [-1.391, 2.869, 0.862], [-2.246, 2.721, 2.418], [-0.395, 6.779, -4.136], [0.176, 5.491, -4.463], [1.465, 5.532, -5.116], [0.165, 4.483, -3.187], [-0.629, 3.446, -3.384], [-0.938, 2.222, -2.282], [-1.306, 3.438, -4.720], [-2.174, 2.489, -5.235], [-2.697, 2.692, -6.505], [-2.365, 3.822, -7.247], [-1.491, 4.771, -6.731], [-0.975, 4.552, -5.471], [-2.425, 1.620, -4.642], [-3.376, 1.960, -6.926], [-2.791, 3.962, -8.233], [-1.221, 5.655, -7.294], [-2.062, -3.628, 2.204], [-2.004, -2.684, 0.602], [-3.758, -2.136, 0.564], [-2.210, -4.144, -0.527], [-2.955, -4.254, 2.273], [-2.050, -2.899, 3.013], [-1.175, -4.256, 2.299], [-4.410, -2.892, 1.010], [-4.047, -1.975, -0.476], [-3.862, -1.185, 1.081], [-3.122, -4.686, -0.269], [-1.356, -4.818, -0.443], [-2.274, -3.783, -1.554], [1.002, -3.572, 0.592], [1.739, -4.681, -0.595], [3.040, -5.631, 0.136], [2.139, -4.078, -1.404], [0.976, -5.374, -0.932]],
  "lowdin_charge": [1.882, -0.028, -0.183, -0.669, -0.031, -0.259, 0.079, -0.043, 0.111, 0.104, -0.371, -0.362, -0.015, -0.120, -0.137, -0.066, -0.081, -0.268, -0.032, -0.136, -0.078, 0.106, 0.108, 0.089, 0.080, 0.094, 0.035, 0.104, 0.136, -0.067, -0.291, -0.038, -0.037, -0.233, -0.054, -0.055, 0.540, -0.308, -0.497, -0.237, -0.191, -0.667, -0.014, -0.339, 0.067, 0.075, 0.072, 0.108, 0.094, 0.106, 0.106, 0.101, 0.108, -0.339, 0.609, -0.336, -0.119, -0.842, 0.705, -0.241, -0.041, -0.089, -0.100, -0.057, -0.215, 0.088, 0.094, 0.091, 0.111, -0.302, 0.744, -0.265, -0.294, 0.027, 0.020, 0.008, 0.032, 0.041, 0.010, 0.030, 0.002, 0.018, 0.628, -0.932, 0.496, 0.001, 0.021],
  "total_charge": -2,
  "homo_lumo_gap_ev": 6.85,
  "homo_ev": -2.97
}


Which one is most stable, and which one is least stable? 1 is the most stable of them, while 2 is the least stable.


1:
{
  "formula": "C32H25BN7O2W",
  "method": "the ωB97M-V functional and the def2-TZVPD basis",
  "species": ["W", "C", "O", "C", "C", "C", "C", "C", "C", "N", "N", "C", "C", "O", "C", "C", "C", "C", "C", "C", "C", "C", "H", "H", "H", "H", "H", "H", "H", "H", "H", "H", "H", "H", "H", "B", "N", "C", "C", "C", "N", "N", "C", "C", "C", "N", "H", "H", "H", "H", "H", "H", "H", "H", "N", "C", "C", "C", "C", "C", "C", "C", "C", "C", "H", "H", "H", "H"],
  "coordinates": [[-0.892, -0.073, -0.217], [-0.928, 1.080, 2.752], [-0.288, 0.109, 1.877], [1.011, -0.277, 2.174], [1.560, -0.147, 3.435], [2.858, -0.590, 3.639], [3.586, -1.150, 2.598], [3.026, -1.267, 1.340], [1.729, -0.822, 1.118], [1.068, -0.889, -0.157], [1.773, -1.460, -1.042], [1.320, -1.622, -2.329], [0.083, -1.213, -2.798], [-0.772, -0.588, -1.960], [-0.333, -1.415, -4.124], [0.513, -2.040, -4.988], [1.797, -2.487, -4.578], [2.664, -3.132, -5.488], [3.899, -3.559, -5.088], [4.313, -3.354, -3.759], [3.495, -2.732, -2.855], [2.216, -2.283, -3.244], [-1.141, 0.598, 3.703], [-1.857, 1.359, 2.267], [-0.275, 1.944, 2.859], [0.996, 0.283, 4.249], [3.299, -0.496, 4.622], [4.598, -1.492, 2.767], [3.582, -1.689, 0.517], [-1.313, -1.069, -4.421], [0.210, -2.205, -6.014], [2.332, -3.282, -6.508], [4.559, -4.052, -5.787], [5.293, -3.693, -3.449], [3.821, -2.579, -1.837], [-4.022, -0.792, 1.344], [-2.991, -1.957, 1.201], [-3.100, -3.148, 1.775], [-1.908, -3.848, 1.617], [-1.094, -2.980, 0.922], [-1.760, -1.834, 0.657], [-3.961, 0.103, 0.071], [-4.985, 0.669, -0.547], [-4.526, 1.715, -1.352], [-3.167, 1.735, -1.148], [-2.815, 0.746, -0.288], [-3.726, -0.117, 2.301], [-5.120, -1.264, 1.423], [-4.018, -3.428, 2.263], [-1.682, -4.847, 1.945], [-0.088, -3.125, 0.563], [-5.987, 0.320, -0.361], [-5.110, 2.360, -1.983], [-2.405, 2.375, -1.562], [2.294, 9.478, 0.131], [1.931, 8.389, 0.087], [1.476, 7.027, 0.031], [0.114, 6.757, -0.082], [-0.321, 5.447, -0.136], [0.598, 4.396, -0.073], [1.962, 4.678, 0.042], [2.401, 5.986, 0.091], [0.140, 3.040, -0.120], [-0.240, 1.884, -0.156], [-0.593, 7.575, -0.127], [-1.376, 5.228, -0.226], [2.670, 3.862, 0.090], [3.455, 6.211, 0.176]],
  "lowdin_charge": [1.684, -0.008, -0.289, -0.208, 0.011, -0.042, -0.051, 0.010, -0.166, -0.090, 0.114, -0.126, -0.239, -0.198, 0.015, 0.014, -0.155, -0.019, -0.058, -0.054, -0.017, -0.088, 0.111, 0.078, 0.113, 0.120, 0.119, 0.116, 0.107, 0.129, 0.127, 0.120, 0.112, 0.112, 0.098, -0.376, -0.060, -0.049, -0.022, -0.118, -0.112, -0.061, -0.036, -0.015, -0.108, -0.146, 0.070, 0.081, 0.135, 0.107, 0.110, 0.137, 0.108, 0.108, 0.174, -0.174, -0.219, -0.011, -0.015, -0.245, -0.013, -0.012, -0.073, -0.154, 0.126, 0.118, 0.120, 0.125],
  "total_charge": 1,
  "homo_lumo_gap_ev": [6.37, 6.37],
  "homo_ev": [-10.54, -10.53]
}


2:
{
  "formula": "C32H25BN7O2W",
  "method": "the ωB97M-V functional and the def2-TZVPD basis",
  "species": ["W", "C", "O", "C", "C", "C", "C", "C", "C", "N", "N", "C", "C", "O", "C", "C", "C", "C", "C", "C", "C", "C", "H", "H", "H", "H", "H", "H", "H", "H", "H", "H", "H", "H", "H", "B", "N", "C", "C", "C", "N", "N", "C", "C", "C", "N", "H", "H", "H", "H", "H", "H", "H", "H", "N", "C", "C", "C", "C", "C", "C", "C", "C", "C", "H", "H", "H", "H"],
  "coordinates": [[-0.086, -0.982, 0.535], [0.060, -0.559, -2.780], [0.392, -0.009, -1.476], [1.561, 0.753, -1.421], [2.014, 1.590, -2.414], [3.170, 2.325, -2.165], [3.849, 2.218, -0.960], [3.399, 1.355, 0.031], [2.252, 0.627, -0.218], [1.663, -0.336, 0.607], [1.265, -0.292, 1.944], [1.587, -1.370, 2.814], [0.602, -2.319, 2.881], [-0.413, -2.175, 1.967], [0.626, -3.385, 3.800], [1.697, -3.465, 4.638], [2.747, -2.505, 4.610], [3.848, -2.599, 5.491], [4.834, -1.651, 5.476], [4.759, -0.562, 4.589], [3.711, -0.442, 3.717], [2.692, -1.418, 3.701], [0.921, -1.113, -3.149], [-0.216, 0.256, -3.442], [-0.786, -1.218, -2.628], [1.485, 1.697, -3.350], [3.536, 2.997, -2.928], [4.742, 2.804, -0.792], [3.928, 1.238, 0.965], [-0.180, -4.106, 3.813], [1.760, -4.274, 5.354], [3.893, -3.432, 6.181], [5.672, -1.727, 6.155], [5.538, 0.190, 4.604], [3.640, 0.407, 3.051], [-2.695, 0.848, -1.171], [-2.089, 1.446, 0.136], [-2.457, 2.569, 0.733], [-1.700, 2.757, 1.886], [-0.873, 1.663, 1.939], [-1.099, 0.861, 0.861], [-2.990, -0.634, -0.836], [-4.110, -1.324, -1.025], [-3.909, -2.643, -0.639], [-2.596, -2.682, -0.219], [-2.039, -1.459, -0.344], [-1.907, 0.941, -2.070], [-3.729, 1.411, -1.385], [-3.246, 3.165, 0.306], [-1.763, 3.566, 2.591], [-0.135, 1.391, 2.670], [-4.981, -0.833, -1.427], [-4.616, -3.452, -0.661], [-2.018, -3.503, 0.169], [3.718, -9.281, -3.605], [3.240, -8.335, -3.161], [2.644, -7.151, -2.607], [1.645, -6.488, -3.316], [1.072, -5.347, -2.784], [1.498, -4.866, -1.544], [2.497, -5.538, -0.839], [3.071, -6.679, -1.367], [0.905, -3.683, -1.001], [0.401, -2.676, -0.549], [1.321, -6.868, -4.275], [0.294, -4.829, -3.326], [2.817, -5.159, 0.122], [3.846, -7.206, -0.830]],
  "lowdin_charge": [1.841, -0.028, -0.264, -0.204, 0.017, -0.045, -0.053, 0.016, -0.184, -0.114, -0.050, -0.173, -0.278, -0.210, 0.015, -0.005, -0.152, -0.020, -0.062, -0.061, -0.020, -0.100, 0.115, 0.093, 0.085, 0.125, 0.118, 0.116, 0.108, 0.126, 0.123, 0.119, 0.111, 0.110, 0.091, -0.369, -0.044, -0.035, -0.016, -0.098, -0.097, -0.055, -0.039, -0.018, -0.119, -0.119, 0.064, 0.085, 0.137, 0.111, 0.104, 0.136, 0.108, 0.111, 0.176, -0.173, -0.218, -0.009, -0.013, -0.237, -0.010, -0.008, -0.038, -0.120, 0.126, 0.120, 0.122, 0.127],
  "total_charge": 1,
  "homo_lumo_gap_ev": [6.29, 6.29],
  "homo_ev": [-10.85, -10.85]
}


Which one is most stable, and which one is least stable? 1 is the most stable of them, while 2 is the least stable.